No. 1
76
Properties=species:S:1:pos:R:3:nbo_charge:R:1 method="wB97M-V/def2-TZVPD" charge=+1 lumo_ev=-2.4541 e_tot_ha=-8640.2877 homo_lumo_gap_ev=7.6
Hf -0.248 -0.035 -0.231 1.71
O 2.726 1.542 -4.962 -0.73
C 1.357 1.909 -5.094 -0.05
C 0.590 1.423 -3.852 -0.15
C -0.835 1.934 -4.117 -0.05
O -1.812 1.457 -3.212 -0.71
C 0.712 -0.110 -3.860 -0.49
Se -0.178 -1.286 -2.513 -0.31
C 1.302 2.059 -2.643 -0.49
Se 0.370 2.353 -0.926 -0.28
H 3.223 1.894 -5.705 0.48
H 0.918 1.463 -5.991 0.17
H 1.252 2.997 -5.168 0.17
H -1.104 1.620 -5.133 0.17
H -0.803 3.031 -4.093 0.17
H -2.680 1.622 -3.587 0.48
H 1.766 -0.371 -3.825 0.22
H 0.325 -0.485 -4.805 0.23
H 1.631 3.059 -2.919 0.23
H 2.185 1.489 -2.386 0.22
O 2.255 -0.456 -0.884 -0.73
C 3.380 -0.938 -0.121 -0.07
C 3.487 -2.448 -0.222 -0.42
C 2.159 -3.140 0.093 -0.45
C 1.598 -2.771 1.438 0.24
C 2.264 -3.146 2.603 -0.20
C 1.695 -2.889 3.833 -0.15
C 0.452 -2.273 3.876 -0.25
C -0.129 -1.904 2.685 0.04
N 0.431 -2.115 1.482 -0.49
H 2.376 -0.727 -1.799 0.50
H 3.204 -0.615 0.901 0.21
H 4.295 -0.465 -0.478 0.19
H 4.279 -2.783 0.454 0.22
H 3.790 -2.732 -1.234 0.22
H 2.305 -4.223 0.069 0.24
H 1.430 -2.892 -0.675 0.25
H 3.218 -3.653 2.529 0.22
H 2.200 -3.180 4.747 0.23
H -0.055 -2.083 4.812 0.23
H -1.084 -1.396 2.684 0.21
C -1.882 -3.897 0.326 -0.95
As -2.309 -2.011 0.108 0.97
C -3.379 -2.202 -1.509 -0.94
C -3.755 -1.867 1.404 -0.93
H -2.787 -4.484 0.180 0.23
H -1.469 -4.101 1.310 0.23
H -1.148 -4.175 -0.430 0.24
H -4.307 -2.724 -1.282 0.22
H -2.807 -2.768 -2.240 0.25
H -3.589 -1.223 -1.937 0.24
H -4.537 -2.571 1.136 0.23
H -4.154 -0.853 1.408 0.23
H -3.391 -2.101 2.404 0.23
O -0.900 0.867 1.644 -0.77
C 0.331 1.066 1.960 0.80
O 1.196 0.403 1.315 -0.75
C 0.731 2.065 2.958 -0.14
C 2.034 2.556 2.942 -0.15
C 2.407 3.527 3.856 -0.21
C 1.484 3.994 4.785 -0.16
C 0.184 3.501 4.799 -0.22
C -0.199 2.542 3.877 -0.17
H 2.729 2.181 2.201 0.24
H 3.414 3.925 3.844 0.23
H 1.779 4.752 5.501 0.23
H -0.527 3.870 5.527 0.23
H -1.210 2.153 3.866 0.23
N -4.511 1.675 -0.668 -0.81
C -3.217 1.725 -0.271 0.83
N -2.777 2.867 0.276 -0.79
O -2.500 0.721 -0.428 -0.72
H -5.156 2.419 -0.469 0.40
H -4.879 0.795 -0.977 0.41
H -3.347 3.691 0.323 0.40
H -1.799 2.945 0.489 0.43



No. 2
38
Properties=species:S:1:pos:R:3:nbo_charge:R:1 method="wB97M-V/def2-TZVPD" s2=0.822 charge=-1 lumo_ev="2.7964 / 2.6269" e_tot_ha=-2350.3167 multiplicity=2 e_above_lowest_kj_mol=144.7 homo_lumo_gap_ev="5.3 / 4.7"
V 0.284 -0.285 -0.205 1.03
O 1.863 0.440 0.002 -0.61
C 2.822 0.541 0.842 0.37
C 4.043 1.167 0.505 -0.23
C 5.079 1.255 1.405 -0.21
C 4.953 0.717 2.689 -0.29
C 3.778 0.111 3.061 -0.15
C 2.693 0.008 2.175 -0.23
C 1.488 -0.623 2.568 0.13
N 0.441 -0.744 1.807 -0.53
C -0.699 -1.445 2.323 -0.22
C -1.263 -2.220 1.132 -0.22
N -1.356 -1.238 0.092 -0.47
C -2.478 -1.153 -0.578 0.11
C -2.833 -0.097 -1.441 -0.26
C -3.927 -0.248 -2.314 -0.15
C -4.267 0.719 -3.224 -0.31
C -3.483 1.874 -3.326 -0.21
C -2.429 2.078 -2.471 -0.26
C -2.109 1.163 -1.428 0.43
O -1.264 1.464 -0.529 -0.73
H 4.124 1.578 -0.491 0.22
H 6.001 1.746 1.125 0.20
H 5.777 0.785 3.388 0.20
H 3.679 -0.308 4.057 0.20
H 1.459 -1.042 3.587 0.16
H -1.460 -0.717 2.649 0.20
H -0.448 -2.097 3.181 0.17
H -2.239 -2.679 1.367 0.18
H -0.545 -3.010 0.841 0.19
H -3.196 -1.980 -0.478 0.16
H -4.495 -1.171 -2.274 0.19
H -5.118 0.587 -3.879 0.19
H -3.713 2.608 -4.091 0.19
H -1.826 2.975 -2.543 0.20
O 0.808 -0.004 -4.284 -0.98
S -0.300 -0.306 -3.343 1.20
N 0.156 -0.443 -1.900 -0.87



No. 3
16
Properties=species:S:1:pos:R:3:nbo_charge:R:1 method="wB97M-V/def2-TZVPD" charge=0 lumo_ev=1.0542 e_tot_ha=-288.7702 smiles=Cc1c[nH]c(C)c1 e_above_lowest_kj_mol=31.0 homo_lumo_gap_ev=8.9
C -2.574 -0.447 -0.106 -0.62
C -1.139 0.007 -0.157 -0.09
C -0.700 1.276 0.125 -0.08
N 0.675 1.268 0.205 -0.52
C 1.134 0.001 -0.055 0.14
C 2.544 -0.441 0.168 -0.64
C 0.046 -0.778 -0.340 -0.31
H -3.218 0.352 0.280 0.21
H -2.692 -1.297 0.578 0.21
H -2.970 -0.756 -1.079 0.21
H -1.263 2.189 0.268 0.21
H 1.263 2.086 0.226 0.41
H 2.785 -0.385 1.238 0.22
H 2.641 -1.494 -0.118 0.23
H 3.285 0.142 -0.387 0.21
H 0.182 -1.722 -0.846 0.21



No. 4
102
Properties=species:S:1:pos:R:3:mulliken_charge:R:1 method="wB97M-V/def2-TZVPD" charge=+1 lumo_ev=-3.0102 e_tot_ha=-3636.9668 e_above_lowest_kj_mol=188.8 homo_lumo_gap_ev=7.4
Ti 0.440 0.996 -0.068 -1.02
N -1.314 1.752 1.064 0.15
C -1.234 3.159 1.413 0.94
C -1.401 3.539 2.735 -0.63
C -1.348 4.877 3.086 -0.66
C -1.130 5.834 2.106 -0.91
C -0.967 5.444 0.787 -1.23
C -1.022 4.100 0.416 0.23
C -0.860 3.693 -1.001 1.17
C -1.443 4.495 -1.985 -0.43
C -1.275 4.215 -3.330 -1.03
C -0.507 3.122 -3.705 -0.80
C 0.051 2.310 -2.727 -0.94
C -0.122 2.545 -1.353 1.20
H -2.197 1.585 0.581 0.08
H -1.356 1.249 1.941 -0.29
H -1.559 2.778 3.493 0.42
H -1.479 5.169 4.120 0.44
H -1.083 6.882 2.371 0.41
H -0.766 6.188 0.027 0.58
H -2.055 5.338 -1.685 0.62
H -1.735 4.844 -4.083 0.42
H -0.345 2.897 -4.752 0.51
H 0.619 1.456 -3.065 0.39
C 1.484 -2.082 -0.752 -1.05
C 1.555 -3.084 0.410 -0.27
C 1.695 -2.364 1.756 -1.50
Sb -0.148 -1.287 1.961 0.31
C -0.245 -0.516 3.946 0.90
C 0.865 -0.115 4.681 -0.72
C 0.697 0.439 5.944 -0.73
C -0.576 0.603 6.474 -0.50
C -1.689 0.207 5.745 -0.82
C -1.523 -0.350 4.483 -0.24
C -1.092 -3.181 2.453 0.77
C -1.047 -3.620 3.776 -0.67
C -1.550 -4.867 4.125 -0.86
C -2.100 -5.697 3.157 -0.62
C -2.130 -5.282 1.835 -0.98
C -1.628 -4.032 1.486 0.40
Sb -0.252 -1.565 -2.072 1.22
C -1.219 -3.475 -2.128 0.09
C -0.445 -4.631 -2.045 -0.33
C -1.042 -5.883 -2.124 -0.72
C -2.414 -5.986 -2.303 -0.57
C -3.186 -4.837 -2.414 -0.64
C -2.593 -3.584 -2.331 -0.23
C -2.042 -0.565 -1.284 0.71
C -2.837 -0.994 -0.215 -0.60
C -4.056 -0.394 0.050 -0.85
C -4.516 0.644 -0.760 -0.82
C -3.767 1.044 -1.855 -0.65
C -2.538 0.440 -2.114 -0.83
H 2.143 -2.388 -1.570 0.78
H 1.877 -1.131 -0.394 0.29
H 2.422 -3.730 0.254 0.50
H 0.687 -3.747 0.431 -0.04
H 2.543 -1.679 1.761 0.52
H 1.785 -3.066 2.583 0.76
H 1.861 -0.223 4.272 0.40
H 1.564 0.747 6.516 0.41
H -0.700 1.036 7.460 0.41
H -2.683 0.319 6.161 0.42
H -2.394 -0.676 3.921 0.48
H -0.620 -2.989 4.547 0.41
H -1.510 -5.190 5.158 0.42
H -2.492 -6.668 3.434 0.40
H -2.540 -5.927 1.067 0.51
H -1.630 -3.766 0.436 0.25
H 0.629 -4.562 -1.908 0.42
H -0.434 -6.777 -2.046 0.42
H -2.880 -6.962 -2.364 0.41
H -4.256 -4.917 -2.568 0.41
H -3.210 -2.701 -2.432 0.49
H -2.540 -1.836 0.386 0.56
H -4.655 -0.748 0.880 0.49
H -5.461 1.125 -0.542 0.40
H -4.129 1.826 -2.510 0.45
H -1.986 0.740 -2.995 0.58
S 1.586 1.474 1.712 -0.49
C 3.403 0.126 -4.163 -0.52
C 4.310 0.221 -2.937 -1.02
N 4.234 1.500 -2.232 0.29
C 5.371 2.414 -2.407 -0.87
C 5.315 3.209 -3.707 -1.07
C 3.173 1.807 -1.469 0.94
C 3.132 3.170 -0.849 -1.50
N 2.194 0.945 -1.291 1.39
H 3.603 -0.809 -4.689 0.39
H 3.595 0.952 -4.849 0.31
H 2.344 0.145 -3.902 -0.04
H 5.344 0.089 -3.246 0.44
H 4.097 -0.595 -2.240 0.47
H 6.276 1.809 -2.382 0.44
H 5.422 3.084 -1.555 0.45
H 5.397 2.556 -4.577 0.32
H 6.145 3.917 -3.741 0.41
H 4.380 3.769 -3.784 0.27
H 3.775 3.202 0.033 0.41
H 2.130 3.398 -0.523 -0.34
H 3.459 3.929 -1.558 0.44
H 2.351 0.122 -1.854 -0.51



No. 5
54
Properties=species:S:1:pos:R:3:nbo_charge:R:1 method="wB97M-V/def2-TZVPD" charge=0 lumo_ev=-0.1927 e_tot_ha=-4856.3381 e_above_lowest_kj_mol=100.3 homo_lumo_gap_ev=8.4
C 0.258 4.276 3.294 -0.62
C -0.155 3.606 1.993 -0.07
O 0.664 2.451 1.799 -0.55
C 0.818 2.086 0.481 0.57
Cl 2.333 2.958 -0.020 -0.08
O -0.295 2.280 -0.303 -0.58
C -0.358 1.293 -1.343 0.51
Cl 0.135 2.341 -2.862 -0.20
N -1.683 0.923 -1.561 -0.64
C -2.646 1.643 -1.108 0.60
C -3.479 1.193 0.076 -0.71
C -3.075 2.958 -1.725 -0.74
C 0.643 0.124 -1.023 -0.01
C 1.916 0.227 -1.914 -0.45
C 1.694 -0.306 -3.358 -0.62
C 0.032 -1.279 -1.181 -0.45
C 1.030 -2.454 -0.978 -0.42
C 0.464 -3.489 -0.015 -0.02
C -0.762 -4.093 -0.216 -0.24
C -1.213 -4.984 0.721 -0.16
C -0.504 -5.300 1.850 -0.24
C 0.735 -4.725 2.041 -0.20
C 1.190 -3.831 1.102 -0.19
C 0.943 0.489 0.454 -0.44
Br -0.427 -0.072 1.769 0.11
P 2.545 -0.054 1.296 1.51
O 2.296 -1.096 2.313 -1.10
H -0.467 5.037 3.589 0.22
H 0.272 3.541 4.106 0.22
H 1.271 4.681 3.234 0.21
H -0.128 4.317 1.164 0.19
H -1.192 3.270 2.139 0.18
H -3.069 1.583 1.008 0.26
H -4.495 1.570 -0.084 0.21
H -3.542 0.104 0.041 0.25
H -2.865 2.980 -2.794 0.26
H -4.119 3.196 -1.519 0.22
H -2.470 3.763 -1.282 0.26
H 2.723 -0.381 -1.505 0.21
H 2.303 1.243 -1.934 0.24
H 0.641 -0.323 -3.635 0.22
H 2.155 0.420 -4.033 0.23
H 2.152 -1.284 -3.504 0.21
H -0.436 -1.379 -2.161 0.23
H -0.777 -1.435 -0.468 0.25
H 2.001 -2.155 -0.576 0.20
H 1.240 -2.939 -1.938 0.22
H -1.354 -3.866 -1.097 0.21
H -2.174 -5.473 0.579 0.20
H -0.865 -5.983 2.611 0.21
H 1.358 -4.917 2.907 0.21
H 2.161 -3.371 1.249 0.22
H 3.521 -0.444 0.357 -0.07
H 3.057 1.082 1.963 -0.05



No. 6
74
Properties=species:S:1:pos:R:3:nbo_charge:R:1 method="wB97M-V/def2-TZVPD" charge=0 lumo_ev=-0.0216 e_tot_ha=-4403.9656 homo_lumo_gap_ev=6.4
Ga -0.023 -1.201 -0.179 1.39
C -1.563 2.637 1.594 -1.13
Si -1.853 0.782 1.581 1.86
C -2.989 0.392 0.134 -1.13
C -2.704 0.232 3.164 -1.15
N -0.387 -0.071 1.296 -1.31
C 0.730 -0.070 2.135 0.13
C 0.809 0.622 3.341 -0.27
C 1.953 0.570 4.134 -0.24
C 3.037 -0.184 3.727 -0.23
C 2.976 -0.885 2.524 -0.29
C 1.848 -0.839 1.713 0.21
N 1.725 -1.522 0.490 -1.33
Si 3.057 -2.131 -0.413 1.85
C 3.734 -3.744 0.261 -1.13
C 2.432 -2.485 -2.151 -1.12
C 4.431 -0.866 -0.574 -1.13
H -2.448 3.183 1.931 0.23
H -1.317 2.979 0.585 0.23
H -0.729 2.907 2.244 0.24
H -3.860 1.053 0.156 0.24
H -3.356 -0.637 0.187 0.24
H -2.495 0.539 -0.831 0.22
H -3.458 -0.528 2.943 0.24
H -3.195 1.054 3.690 0.23
H -1.983 -0.224 3.845 0.25
H -0.036 1.213 3.674 0.20
H 1.983 1.119 5.067 0.20
H 3.929 -0.241 4.337 0.20
H 3.826 -1.486 2.222 0.20
H 2.961 -4.515 0.206 0.23
H 4.047 -3.671 1.304 0.24
H 4.591 -4.087 -0.324 0.23
H 1.499 -3.051 -2.148 0.23
H 3.172 -3.084 -2.689 0.24
H 2.275 -1.567 -2.727 0.22
H 4.849 -0.568 0.389 0.24
H 4.040 0.034 -1.056 0.22
H 5.245 -1.256 -1.192 0.23
C 3.367 2.994 -0.621 -0.60
C 2.812 2.962 -2.041 -0.45
C 1.794 1.880 -2.216 0.08
N 1.326 1.173 -1.260 -0.22
N 0.404 0.245 -1.671 -0.44
C 0.187 0.256 -2.961 0.28
N -0.634 -0.605 -3.596 -0.79
S 1.120 1.456 -3.779 0.36
H 4.067 3.822 -0.516 0.21
H 3.884 2.065 -0.383 0.23
H 2.567 3.115 0.108 0.23
H 3.613 2.806 -2.768 0.22
H 2.349 3.919 -2.294 0.23
H -1.274 -1.148 -3.038 0.43
H -0.884 -0.440 -4.554 0.41
C -2.918 -2.614 -2.006 -1.12
Si -1.581 -2.957 -0.701 1.02
C -0.729 -4.562 -1.179 -1.10
C -2.373 -3.168 0.994 -0.39
C -3.747 -3.274 1.216 -0.23
C -4.260 -3.411 2.500 -0.22
C -3.404 -3.449 3.590 -0.21
C -2.034 -3.348 3.393 -0.20
C -1.529 -3.204 2.110 -0.22
H -2.642 -3.058 -2.967 0.23
H -3.137 -1.554 -2.151 0.23
H -3.862 -3.081 -1.717 0.25
H -1.452 -5.379 -1.251 0.24
H 0.017 -4.838 -0.429 0.25
H -0.222 -4.475 -2.141 0.23
H -4.439 -3.244 0.382 0.20
H -5.331 -3.488 2.647 0.21
H -3.804 -3.547 4.592 0.21
H -1.357 -3.364 4.238 0.22
H -0.453 -3.103 1.984 0.22



No. 7
47
Properties=species:S:1:pos:R:3:nbo_charge:R:1 method="wB97M-V/def2-TZVPD" s2=2.021 charge=+2 lumo_ev="-7.4976 / -8.3987" e_tot_ha=-1697.1537 multiplicity=3 homo_lumo_gap_ev="7.9 / 7.2"
C -3.326 -0.097 -3.548 0.08
C -4.470 0.870 -3.261 -0.64
C -2.815 0.210 -4.952 -0.64
C -3.885 -1.516 -3.556 -0.64
Cl -1.956 0.069 -2.300 -0.18
H -3.655 0.088 -5.654 0.24
H -2.016 -0.485 -5.252 0.22
H -2.454 1.246 -5.031 0.22
H -5.250 0.716 -4.025 0.24
H -4.139 1.918 -3.332 0.22
H -4.926 0.693 -2.275 0.22
H -4.692 -1.567 -4.307 0.24
H -4.314 -1.794 -2.582 0.22
H -3.114 -2.248 -3.842 0.22
C 1.654 2.413 0.960 -0.28
C 2.031 2.111 -0.411 -0.34
C 0.805 2.043 -1.200 -0.30
H 3.043 2.096 -0.825 0.29
C -0.304 2.367 -0.318 -0.24
C 0.240 2.662 0.968 -0.10
H -0.316 3.134 1.776 0.28
H 2.334 2.414 1.800 0.27
H 0.744 1.963 -2.291 0.30
H -1.360 2.348 -0.614 0.30
C 1.055 -1.952 0.628 -0.24
C 2.382 -1.378 0.561 -0.41
C 2.634 -1.009 -0.809 -0.21
H 3.116 -1.361 1.350 0.28
C 1.392 -1.113 -1.528 -0.30
C 0.399 -1.708 -0.632 -0.33
H -0.597 -2.005 -0.912 0.31
H 0.619 -2.519 1.458 0.29
H 3.617 -0.809 -1.237 0.30
H 1.192 -0.847 -2.563 0.31
W 1.015 0.160 0.193 1.22
S 0.054 0.065 2.610 -0.05
C 1.262 -0.328 3.824 0.38
N 1.482 0.427 4.911 -0.53
C 2.434 -0.163 5.822 -0.24
C 2.928 -1.389 5.065 -0.23
N 2.014 -1.447 3.912 -0.56
H 1.059 1.339 5.021 0.45
H 1.969 -0.457 6.767 0.24
H 3.236 0.540 6.042 0.24
H 2.885 -2.319 5.660 0.25
H 3.969 -1.217 4.746 0.22
H 2.024 -2.164 3.184 0.43



No. 8
56
Properties=species:S:1:pos:R:3:nbo_charge:R:1 method="wB97M-V/def2-TZVPD" s2=0.756 charge=-2 lumo_ev="4.3418 / 4.3358" e_tot_ha=-12075.4000 multiplicity=2 e_above_lowest_kj_mol=0.0 homo_lumo_gap_ev="5.4 / 5.4"
Ti 0.137 -0.700 -0.185 1.25
C 2.590 -4.150 -0.832 -0.66
C 2.040 -2.799 -1.208 0.50
O 1.109 -2.375 -0.433 -0.76
C 2.513 -2.136 -2.309 -0.47
C 2.021 -0.862 -2.762 0.29
C 2.576 -0.309 -4.047 -0.66
N 1.128 -0.205 -2.096 -0.40
N 0.723 1.005 -2.669 -0.42
C -0.193 1.540 -1.927 0.56
O -0.643 1.039 -0.823 -0.79
C -0.798 2.823 -2.381 -0.10
C -0.111 3.697 -3.220 -0.12
C -0.694 4.893 -3.607 -0.25
C -1.972 5.224 -3.169 -0.23
C -2.665 4.347 -2.346 -0.23
C -2.079 3.152 -1.951 -0.18
H 1.782 -4.883 -0.875 0.22
H 2.947 -4.115 0.199 0.22
H 3.401 -4.459 -1.492 0.19
H 3.291 -2.608 -2.892 0.19
H 3.342 -0.973 -4.447 0.19
H 2.996 0.683 -3.878 0.23
H 1.776 -0.189 -4.779 0.23
H 0.881 3.421 -3.549 0.22
H -0.148 5.575 -4.249 0.19
H -2.425 6.162 -3.470 0.19
H -3.665 4.593 -2.008 0.20
H -2.604 2.448 -1.319 0.25
Se -1.779 -1.796 -1.853 -0.49
Se -3.231 -2.973 -0.439 -0.24
Te -3.486 -1.327 1.439 0.11
Se -1.071 -1.119 2.090 -0.60
Br 2.281 0.235 1.060 -0.62
C -1.724 2.663 1.914 -0.08
N -2.014 3.942 2.605 -0.48
C -1.268 4.996 1.910 -0.08
N 0.178 4.755 1.880 -0.48
C 0.394 3.450 1.209 -0.08
N -0.303 2.378 1.894 -0.45
C 0.182 2.289 3.258 -0.09
N -0.042 3.555 4.000 -0.49
C -1.479 3.837 3.964 -0.08
C 0.639 4.622 3.263 -0.07
H -2.088 2.720 0.889 0.21
H -2.243 1.849 2.424 0.21
H -1.456 5.951 2.415 0.17
H -1.632 5.062 0.881 0.20
H 1.460 3.221 1.188 0.22
H 0.027 3.519 0.184 0.21
H 1.249 2.063 3.239 0.22
H -0.341 1.476 3.765 0.21
H -1.666 4.781 4.490 0.17
H -2.006 3.033 4.484 0.19
H 1.711 4.410 3.253 0.19
H 0.471 5.572 3.783 0.17